This record from the Open Molecules 2025 dataset describes a molecular structure, C19H37CrF2O15PV at a distorted geometry. The level of theory is the ωB97M-V functional and the def2-TZVPD basis.

strongest force on any atom	4.63	eV/A
E_HOMO (spin up / spin down)	-13.7 / -13.7	eV
2S+1	6
total charge	+2
<S²>	8.78

Geometry (Å):
Cr -18.565 -24.609 0.532
H -19.871 -19.897 -0.697
H -16.410 -24.098 -2.580
H -19.345 -16.745 4.013
C -19.073 -16.894 2.964
H -17.991 -16.863 3.142
H -21.591 -23.532 -1.716
O -14.412 -24.120 4.693
H -14.908 -20.122 8.004
H -23.320 -23.929 -1.881
C -19.757 -20.977 -0.689
C -13.748 -18.789 1.461
H -19.449 -21.182 0.340
P -18.167 -25.865 3.787
O -22.213 -23.401 2.092
H -17.270 -22.102 5.651
H -18.957 -19.049 2.552
H -21.067 -16.509 0.600
C -17.732 -20.811 7.389
H -17.607 -21.039 8.448
O -15.649 -21.775 6.942
O -17.544 -21.180 2.856
C -19.985 -16.648 0.698
C -17.170 -22.380 2.478
O -16.080 -22.842 2.983
O -20.598 -24.204 0.711
C -19.561 -15.864 1.955
C -17.023 -21.990 6.723
O -18.741 -23.444 -1.206
H -16.402 -23.622 -4.211
H -12.981 -18.826 2.233
C -16.761 -19.695 6.983
H -13.303 -17.013 0.230
O -16.745 -25.511 4.171
O -17.756 -22.553 -3.033
C -15.382 -20.383 7.056
F -18.331 -27.357 3.941
V -15.097 -24.588 3.399
H -21.385 -22.299 3.654
C -16.031 -18.807 1.096
C -22.417 -24.109 -1.306
H -20.634 -18.365 2.727
H -16.839 -18.888 7.709
H -18.768 -20.668 7.098
O -18.635 -25.479 2.440
H -16.439 -19.600 0.465
O -19.616 -18.002 0.971
H -16.731 -18.437 1.842
H -13.424 -19.471 0.658
O -18.793 -21.258 -1.712
H -20.699 -21.501 -0.842
H -22.231 -25.179 -1.403
H -15.255 -18.068 -0.763
H -16.110 -16.862 0.273
C -17.081 -23.760 -3.378
H -19.583 -16.341 -0.265
H -20.308 -23.534 2.934
H -14.753 -19.981 6.258
C -21.334 -23.287 3.213
H -20.461 -15.383 2.343
C -19.608 -18.193 2.385
H -17.802 -24.562 -3.524
C -21.731 -23.773 0.941
F -19.006 -25.213 4.876
H -16.918 -19.363 5.956
H -14.022 -16.794 1.820
H -18.879 -15.035 1.773
O -14.970 -19.359 1.920
C -14.053 -17.402 0.914
H -21.520 -24.067 3.952
O -22.663 -23.704 0.038
O -17.847 -22.994 1.640
C -15.398 -17.686 0.246
C -18.380 -22.476 -1.895
H -17.311 -22.944 7.172
H -16.753 -20.828 3.309

Force components x, y, z for each atom (eV/Å):
-1.00 1.47 0.93
-0.25 -0.04 -0.30
-0.22 0.28 0.27
-0.93 0.19 -0.27
0.80 -0.02 0.80
0.17 -0.33 -0.96
0.02 -0.10 -0.06
-0.34 -0.91 -1.82
0.14 -0.52 0.06
-0.09 0.34 0.27
-0.40 0.68 1.00
0.79 -1.22 -1.08
0.62 -0.43 -0.28
0.81 0.83 -0.37
0.17 0.33 0.22
0.16 0.34 -0.10
-0.23 -0.15 0.25
-0.08 -0.53 -0.03
1.20 -0.59 -0.56
-0.47 0.45 0.15
0.54 -0.29 -0.26
0.74 -0.31 0.04
-0.24 0.13 0.53
0.05 -0.83 -0.72
1.35 -1.41 0.25
0.06 -0.01 0.17
-0.56 1.05 0.19
-0.79 -0.52 0.03
0.99 -0.78 0.76
-0.58 0.46 -0.38
-0.24 0.09 0.23
-0.04 -0.12 0.59
0.05 -0.15 -0.04
1.85 0.32 -1.25
0.86 0.20 0.05
-0.85 1.04 0.13
-0.25 -0.62 0.51
-2.46 2.36 3.14
-0.28 0.06 -0.15
0.98 0.01 0.62
0.25 -0.26 -0.68
0.06 -0.20 0.14
0.10 0.37 -0.41
-0.03 0.02 0.10
0.04 0.04 -1.10
-0.28 0.05 0.12
-0.08 -0.14 -0.45
-0.54 0.06 -0.47
0.37 0.30 -0.09
0.35 -0.20 0.39
0.05 0.06 -0.44
0.25 0.03 0.39
0.06 0.33 -0.12
0.26 0.23 -0.45
0.50 -1.22 0.75
0.49 -0.04 0.19
0.00 0.51 -0.38
0.17 -0.46 -0.10
1.24 -0.87 0.44
0.05 0.02 0.07
0.27 0.23 -0.41
-0.02 0.11 -0.40
-0.21 -0.78 -0.46
-0.54 -0.26 0.09
-0.35 0.24 0.13
-0.73 0.57 -0.37
0.28 -0.26 -0.09
-0.26 0.32 0.17
0.12 -0.73 0.75
-0.81 0.20 -0.02
-0.63 0.23 0.16
-0.16 0.06 -0.35
-0.82 0.02 0.79
-1.42 0.21 -0.75
0.21 0.00 0.12
-0.27 0.52 0.19